Computed, not measured: a cluster of 2 separate species, C2H7O in total in a non-equilibrium geometry, with ωB97M-V/def2-TZVPD.

## Properties
Total charge: -1
Gap between HOMO and LUMO: 6.4 eV
E_HOMO: -2.10 eV
Energy relative to the best compared isomer or geometry (same formula, charge and spin): 0.699 eV

Positions of all 10 atoms, in Å:
O1 1.62 0.04 -2.29
H1 2.24 0.26 -3.06
C1 0.19 -0.36 0.58
C2 -1.20 0.25 0.71
H2 0.32 -1.17 1.29
H3 0.61 -0.74 -0.34
H4 1.08 0.30 0.90
H5 -1.21 1.16 1.50
H6 -2.11 -0.43 0.96
H7 -1.56 0.67 -0.27

Here are the Mulliken charges for atoms 1 to 6, given in e: number 1, O, carries -1.11; number 2, H, carries 0.12; number 3, C, carries -0.79; number 4, C, carries -0.63; number 5, H, carries 0.27; number 6, H, carries 0.28